Density functional theory data (ωB97M-V/def2-TZVPD) for a 6-piece molecular cluster, C30H55FN2O7S overall in a non-equilibrium geometry.

CARTESIAN COORDINATES (ANGSTROEM)
1 C -2.391 -1.921 2.001
2 C -1.098 -1.457 1.230
3 O -0.906 -0.044 1.375
4 C -1.024 -1.973 -0.254
5 O 0.317 -2.379 -0.616
6 C 0.597 -2.136 -1.958
7 C -0.243 -2.772 -2.978
8 C -0.041 -2.553 -4.396
9 F -0.826 -3.110 -5.379
10 C 1.031 -1.657 -4.805
11 C 1.850 -1.022 -3.790
12 C 1.680 -1.231 -2.329
13 N 2.585 -0.528 -1.467
14 N 2.649 -0.940 -0.142
15 C 2.632 0.886 -1.660
16 C 2.407 1.883 -0.607
17 C 2.482 3.303 -0.917
18 C 2.801 3.828 -2.247
19 C 3.027 2.845 -3.306
20 C 2.937 1.432 -3.005
21 S 3.161 0.150 -4.302
22 H -2.416 -3.041 2.039
23 H -3.338 -1.545 1.530
24 H -2.364 -1.542 3.062
25 H -0.230 -1.941 1.771
26 H -1.603 0.430 0.888
27 H -1.299 -1.137 -0.958
28 H -1.775 -2.807 -0.349
29 H -1.064 -3.442 -2.641
30 H 1.261 -1.397 -5.870
31 H 1.905 -0.567 0.452
32 H 2.714 -1.956 -0.065
33 H 2.153 1.495 0.408
34 H 2.289 4.015 -0.080
35 H 2.854 4.921 -2.463
36 H 3.246 3.175 -4.349
37 C -3.938 -2.346 -6.775
38 C -4.960 -3.262 -6.122
39 C -4.797 -4.698 -6.597
40 O -6.277 -2.806 -6.432
41 H -4.060 -2.338 -7.863
42 H -4.074 -1.317 -6.434
43 H -2.920 -2.660 -6.541
44 H -4.851 -3.220 -5.036
45 H -4.948 -4.771 -7.678
46 H -5.543 -5.344 -6.128
47 H -3.803 -5.082 -6.357
48 H -6.384 -2.840 -7.390
49 C 1.010 1.430 5.633
50 C 1.686 0.173 5.109
51 C 2.587 0.484 3.923
52 O 0.693 -0.774 4.715
53 H 0.378 1.883 4.863
54 H 0.358 1.190 6.476
55 H 1.746 2.168 5.958
56 H 2.274 -0.287 5.906
57 H 2.009 0.905 3.093
58 H 3.058 -0.429 3.549
59 H 3.369 1.195 4.197
60 H 0.168 -0.375 4.009
61 C -5.130 -6.761 -2.910
62 C -5.636 -7.921 -3.753
63 C -6.994 -8.405 -3.269
64 O -4.700 -8.996 -3.695
65 H -5.007 -7.062 -1.866
66 H -4.150 -6.430 -3.262
67 H -5.819 -5.914 -2.950
68 H -5.707 -7.612 -4.798
69 H -6.935 -8.762 -2.237
70 H -7.340 -9.244 -3.876
71 H -7.739 -7.607 -3.319
72 H -4.629 -9.278 -2.775
73 C 5.036 5.685 5.773
74 C 4.855 4.189 5.570
75 C 6.019 3.593 4.793
76 O 3.639 3.946 4.866
77 H 5.078 6.205 4.813
78 H 4.189 6.103 6.323
79 H 5.953 5.901 6.327
80 H 4.770 3.694 6.541
81 H 6.094 4.043 3.799
82 H 5.872 2.520 4.646
83 H 6.965 3.747 5.317
84 H 3.701 4.379 4.003
85 C 0.522 6.563 3.871
86 C 1.925 7.118 4.061
87 C 2.033 8.540 3.534
88 O 2.862 6.285 3.379
89 H 0.257 6.532 2.810
90 H 0.463 5.538 4.244
91 H -0.217 7.170 4.397
92 H 2.187 7.098 5.121
93 H 1.819 8.576 2.462
94 H 3.048 8.922 3.667
95 H 1.339 9.207 4.050
96 H 2.641 6.294 2.439

Properties
* strongest force on any atom: 3.3 eV Å⁻¹
* HOMO-LUMO gap: 8.054 eV
* HOMO energy: -7.7678 eV
* DFT total energy: -2310.20754 Ha
* charge: 0
* SMILES: C[C@H](O)COc1cc(F)cc2c1N(N)c1ccccc1S2.CC(C)O.CC(C)O.CC(C)O.CC(C)O.CC(C)O
* 2S+1: 1

Computed Mulliken charges, given in elementary charges: -1.44, 0.24, -0.47, -0.34, -0.38, 0.71, -0.51, 0.27, -0.32, -0.68, 0.66, -0.36, 0.21, -0.86, 0.23, -0.27, -0.54, -0.47, -0.51, 0.59, -0.29, 0.39, 0.35, 0.32, 0.27, 0.31, 0.33, 0.20, 0.40, 0.33, 0.16, 0.33, 0.10, 0.36, 0.34, 0.33, -1.11, 0.38, -1.12, -0.57, 0.34, 0.33, 0.18, 0.27, 0.38, 0.22, 0.33, 0.35, -1.08, 0.32, -0.66, -0.57, 0.24, 0.36, 0.23, 0.35, -0.03, 0.36, 0.13, 0.31, -1.18, 0.50, -1.27, -0.55, 0.40, 0.28, 0.33, 0.16, 0.33, 0.33, 0.35, 0.35, -1.22, 0.49, -1.35, -0.37, 0.26, 0.23, 0.44, 0.26, 0.31, 0.31, 0.41, 0.24, -1.36, 0.63, -1.39, -0.43, 0.33, 0.28, 0.39, 0.22, 0.34, 0.33, 0.40, 0.25

***

Density functional theory data (ωB97M-V/def2-TZVPD) for one molecule with the formula C3H6N2O.

CARTESIAN COORDINATES (ANGSTROEM)
1 N 1.456 0.297 -0.551
2 C 0.185 -0.413 -0.595
3 C -0.594 -0.293 0.771
4 O 0.094 0.395 1.770
5 C -1.879 0.359 0.410
6 N -2.826 0.822 -0.063
7 H 2.202 -0.282 -0.919
8 H 1.423 1.134 -1.122
9 H -0.463 -0.018 -1.382
10 H 0.342 -1.473 -0.811
11 H -0.828 -1.297 1.146
12 H 0.888 0.771 1.345

Properties
* strongest force on any atom: 0.8 eV Å⁻¹
* HOMO-LUMO gap: 11.320 eV
* HOMO energy: -10.7320 eV
* DFT total energy: -302.63575 Ha
* charge: 0
* SMILES: N#C[C@H](O)CN
* ΔE to the lowest compared entry with this formula, charge and spin: 1.561 eV
* 2S+1: 1

Computed Mulliken charges, given in elementary charges: -0.64, -0.42, 0.23, -0.56, 0.13, -0.43, 0.22, 0.21, 0.35, 0.32, 0.18, 0.40

***

Density functional theory data (ωB97M-V/def2-TZVPD) for an isolated ion of composition C4H5N2O2S and charge +1 in a non-equilibrium geometry.

CARTESIAN COORDINATES (ANGSTROEM)
1 C -1.582 -0.717 0.483
2 C -1.206 -1.684 1.462
3 C 1.456 -0.958 1.310
4 C 0.438 1.316 -1.557
5 N -0.613 -0.080 -0.119
6 N 2.288 -0.301 0.900
7 O -0.848 0.815 -1.020
8 O 1.144 1.923 -0.551
9 S 0.286 -2.080 2.022
10 H -2.583 -0.445 0.270
11 H -2.008 -2.379 1.968
12 H 1.034 0.438 -1.943
13 H 0.129 2.036 -2.354
14 H 2.064 2.118 -0.872

Properties
* strongest force on any atom: 3.1 eV Å⁻¹
* HOMO-LUMO gap (alpha / beta): 7.617 / 7.617 eV
* HOMO energy (alpha / beta): -14.7024 / -14.7023 eV
* DFT total energy: -813.16603 Ha
* charge: +1
* ΔE to the lowest compared entry with this formula, charge and spin: 3.388 eV
* 2S+1: 1

Computed Mulliken charges, given in elementary charges: -0.16, -0.05, 0.39, -0.07, -0.13, -0.25, -0.16, -0.49, 0.13, 0.47, 0.32, 0.30, 0.32, 0.36